Arrangement A

DFT (wB97M-V/def2-TZVPD) results for an isolated molecule of C2H3N3O2.

XYZ file:
```
10
Properties=species:S:1:pos:R:3:lowdin_charge:R:1
O 3.11 -0.58 0.12 0.12
O -1.44 -0.41 0.04 -0.02
N 0.84 -0.86 -0.34 0.07
N 1.62 1.18 0.00 0.15
N -0.31 -0.11 -0.64 -0.15
C 0.40 1.32 -0.23 0.01
C 2.03 -0.17 -0.09 -0.56
H -1.41 -0.54 0.97 0.08
H -0.34 2.08 -0.15 0.11
H 0.60 -1.88 -0.26 0.18
```

HOMO energy = -9.3 eV
gap between HOMO and LUMO = 9.3 eV
multiplicity = 1
charge = 0
LUMO = -0.00015 Ha

=====

Arrangement B

DFT (wB97M-V/def2-TZVPD) results for C2H3N3O2 as an isolated structure.

XYZ file:
```
10
Properties=species:S:1:pos:R:3:lowdin_charge:R:1
O 2.40 -0.58 -0.10 0.07
O 0.84 0.89 0.02 -0.04
N -2.41 -0.41 0.07 0.08
N 0.07 -1.23 -0.29 0.17
N -0.46 1.06 -0.33 0.01
C -1.11 -0.27 -0.05 -0.37
C 1.13 -0.41 -0.03 -0.55
H 2.97 0.31 0.61 0.34
H -0.92 2.10 -0.05 0.23
H -2.51 -1.46 0.16 0.06
```

HOMO energy = -9.1 eV
gap between HOMO and LUMO = 8.3 eV
multiplicity = 1
charge = 0
LUMO = -0.02803 Ha

=====

Arrangement C

DFT (wB97M-V/def2-TZVPD) results for an isolated molecule of C2H3N3O2.

XYZ file:
```
10
Properties=species:S:1:pos:R:3:lowdin_charge:R:1
O -1.26 -1.75 -0.18 -0.10
O 1.11 -1.51 0.20 -0.05
N 1.81 -0.43 -0.17 0.06
N -0.26 -1.08 0.63 -0.05
N -1.27 1.02 0.13 0.15
C 1.19 0.61 0.06 -0.12
C -0.22 0.39 0.34 -0.37
H -1.84 -0.82 -0.69 0.23
H 1.79 1.58 -0.06 0.16
H -1.06 1.98 -0.24 0.10
```

HOMO energy = -9.9 eV
gap between HOMO and LUMO = 9.8 eV
multiplicity = 1
charge = 0
LUMO = -0.00594 Ha

=====

Arrangement D

DFT (wB97M-V/def2-TZVPD) results for an isolated molecule of C2H3N3O2.

XYZ file:
```
10
Properties=species:S:1:pos:R:3:lowdin_charge:R:1
O -0.41 1.73 0.57 0.04
O -0.31 2.38 -1.62 0.11
N 0.30 -1.71 0.58 0.12
N 0.04 0.18 -0.89 0.21
N -0.25 0.53 1.27 0.14
C 0.02 -0.36 0.37 -0.44
C -0.23 1.54 -0.78 -0.53
H 0.23 -0.31 -1.74 0.17
H 1.10 -1.80 1.20 0.09
H -0.48 -2.19 1.03 0.09
```

HOMO energy = -9.9 eV
gap between HOMO and LUMO = 10.4 eV
multiplicity = 1
charge = 0
LUMO = 0.01931 Ha

=====

Name the most stable of them. arrangement D.

=====

Arrangement A

DFT (wB97M-V/def2-TZVPD) results for an isolated molecule of C2HNO3.

XYZ file:
```
7
Properties=species:S:1:pos:R:3:lowdin_charge:R:1
O -2.27 -0.12 0.03 0.19
O -0.27 -1.28 -0.01 0.06
O -0.26 0.91 -0.03 0.13
N 1.09 -0.87 0.00 0.13
C -1.10 -0.21 -0.04 -0.51
C 0.97 0.43 0.03 -0.16
H 1.84 1.13 0.03 0.16
```

HOMO energy = -10.9 eV
gap between HOMO and LUMO = 11.6 eV
multiplicity = 1
charge = 0
LUMO = 0.02447 Ha

=====

Arrangement B

DFT (wB97M-V/def2-TZVPD) results for an isolated molecule of C2HNO3.

XYZ file:
```
7
Properties=species:S:1:pos:R:3:lowdin_charge:R:1
O -1.67 -0.89 -1.27 0.18
O -0.45 -1.02 0.64 0.07
O 0.00 0.61 -0.75 0.14
N 0.59 -0.27 1.19 0.12
C -0.82 -0.49 -0.55 -0.51
C 0.80 0.65 0.34 -0.15
H 1.56 1.43 0.44 0.15
```

HOMO energy = -11.0 eV
gap between HOMO and LUMO = 11.7 eV
multiplicity = 1
charge = 0
LUMO = 0.02430 Ha

=====

Name the most stable of them. arrangement B.

=====

Arrangement A

DFT (wB97M-V/def2-TZVPD) results for a 2-piece molecular cluster, CH7N2S overall.

XYZ file:
```
11
Properties=species:S:1:pos:R:3:lowdin_charge:R:1
S -2.93 -0.88 -1.21 -0.34
N 1.21 -0.69 -0.17 -0.03
N -0.36 0.83 0.92 -0.02
C 1.04 0.51 0.64 -0.40
H 0.87 -0.48 -1.11 0.05
H 0.56 -1.41 0.15 0.06
H 1.54 1.33 0.10 0.09
H 1.62 0.33 1.56 0.08
H -0.90 0.37 0.18 -0.05
H -0.54 1.82 0.81 0.04
H -2.11 -1.74 -1.86 -0.49
```

HOMO energy = -2.7 eV
gap between HOMO and LUMO = 6.8 eV
multiplicity = 1
charge = -1
LUMO = 0.14904 Ha

=====

Arrangement B

DFT (wB97M-V/def2-TZVPD) results for a 2-piece molecular cluster, CH7N2S overall.

XYZ file:
```
11
Properties=species:S:1:pos:R:3:lowdin_charge:R:1
S -1.49 2.33 -1.46 -0.31
N -0.26 -1.59 -0.31 -0.02
N 0.90 0.30 0.60 -0.03
C 0.10 -0.86 0.93 -0.39
H -0.87 -0.87 -0.72 0.02
H -0.77 2.51 -2.58 -0.49
H 0.60 -1.51 1.65 0.08
H 0.36 1.04 0.16 -0.04
H -0.81 -0.47 1.40 0.09
H 1.63 0.68 1.18 0.04
H 0.60 -1.56 -0.85 0.04
```

HOMO energy = -2.8 eV
gap between HOMO and LUMO = 6.9 eV
multiplicity = 1
charge = -1
LUMO = 0.15108 Ha

=====

Name the most stable of them. arrangement A.

=====

Arrangement A

DFT (wB97M-V/def2-TZVPD) results for a 2-piece molecular cluster, CH7N2S overall.

XYZ file:
```
11
Properties=species:S:1:pos:R:3:lowdin_charge:R:1
S -0.94 1.64 -1.00 -0.27
N 1.66 -0.42 0.36 -0.02
N -0.47 -1.49 1.13 -0.05
C 0.80 -1.61 0.39 -0.39
H 0.44 -1.92 -0.59 0.10
H -1.34 -1.51 0.55 0.06
H -0.45 -0.56 1.54 0.02
H 1.16 0.31 -0.04 -0.10
H 1.78 -0.02 1.33 0.07
H 1.39 -2.41 0.89 0.08
H -0.98 2.88 -0.52 -0.50
```

HOMO energy = -2.8 eV
gap between HOMO and LUMO = 7.2 eV
multiplicity = 1
charge = -1
LUMO = 0.16191 Ha

=====

Arrangement B

DFT (wB97M-V/def2-TZVPD) results for a 2-piece molecular cluster, CH7N2S overall.

XYZ file:
```
11
Properties=species:S:1:pos:R:3:lowdin_charge:R:1
S 1.18 -2.03 0.72 -0.26
N 0.30 0.98 0.18 -0.05
N -1.63 2.16 -0.85 -0.03
C -0.69 1.01 -0.86 -0.40
H 1.01 0.28 -0.03 -0.06
H -2.56 1.82 -1.02 0.03
H 0.30 -1.50 1.58 -0.46
H -1.56 2.81 -0.09 0.03
H -0.26 1.02 -1.86 0.09
H -0.19 0.70 1.02 0.03
H -1.31 0.11 -0.73 0.09
```

HOMO energy = -2.7 eV
gap between HOMO and LUMO = 6.9 eV
multiplicity = 1
charge = -1
LUMO = 0.15283 Ha

=====

Arrangement C

DFT (wB97M-V/def2-TZVPD) results for a 2-piece molecular cluster, CH7N2S overall.

XYZ file:
```
11
Properties=species:S:1:pos:R:3:lowdin_charge:R:1
S 1.63 0.44 -1.78 -0.23
N -2.31 -0.71 0.87 -0.07
N 0.24 -0.10 1.11 -0.14
C -1.18 -0.01 1.59 -0.41
H 0.36 0.20 -1.99 -0.48
H -2.18 -1.73 0.98 0.04
H -2.13 -0.34 -0.17 0.11
H 1.05 0.37 0.42 -0.04
H -1.29 -0.35 2.56 0.05
H 1.01 -0.58 1.77 0.06
H -1.33 1.16 1.43 0.12
```

HOMO energy = -2.8 eV
gap between HOMO and LUMO = 7.0 eV
multiplicity = 1
charge = -1
LUMO = 0.15388 Ha

=====

Name the most stable of them. arrangement A.

=====

Arrangement A

DFT (wB97M-V/def2-TZVPD) results for a 2-piece molecular cluster, C2H3ClSi overall.

XYZ file:
```
7
Properties=species:S:1:pos:R:3:lowdin_charge:R:1
Cl 2.61 -0.10 0.13 0.60
Si -0.84 -0.84 0.12 0.69
C 0.93 0.18 0.34 -0.90
C -0.11 0.87 0.04 -0.38
H -0.04 2.98 -0.51 0.11
H -0.86 -1.36 -1.28 -0.07
H -1.69 -1.74 1.15 -0.05
```

HOMO energy (spin up / spin down) = -9.2 / -8.0 eV
gap between HOMO and LUMO (spin up / spin down) = 8.2 / 7.5 eV
multiplicity = 1
charge = 0
LUMO (spin up / spin down) = -0.03795 / -0.01553 Ha

=====

Arrangement B

DFT (wB97M-V/def2-TZVPD) results for an isolated molecule of C2H3ClSi.

XYZ file:
```
7
Properties=species:S:1:pos:R:3:lowdin_charge:R:1
Cl -0.95 2.38 -0.76 0.19
Si -0.42 0.35 -0.91 0.20
C 0.71 -0.75 1.69 0.04
C 0.20 -0.30 0.70 -0.32
H 1.30 -1.24 2.41 0.01
H -1.57 -0.63 -1.44 -0.02
H 0.72 0.20 -1.70 -0.09
```

HOMO energy = -10.7 eV
gap between HOMO and LUMO = 11.4 eV
multiplicity = 1
charge = 0
LUMO = 0.02511 Ha

=====

Name the most stable of them. arrangement B.

=====

Arrangement A

DFT (wB97M-V/def2-TZVPD) results for an isolated molecule of C12H15N.

XYZ file:
```
28
Properties=species:S:1:pos:R:3:lowdin_charge:R:1
N 1.32 -1.85 -0.77 -0.14
C 2.43 -2.24 0.01 -0.17
C -1.69 1.31 -0.26 -0.05
C -3.25 -0.90 0.28 -0.10
C 1.23 0.53 0.03 -0.24
C 0.25 0.38 1.17 -0.11
C -1.97 -0.75 0.88 -0.06
C 1.96 1.63 0.04 -0.07
C 1.28 -0.45 -1.15 -0.18
C 2.73 2.67 0.10 0.02
C -3.79 0.11 -0.45 -0.11
C -2.95 1.18 -0.86 -0.07
C -1.19 0.36 0.62 -0.25
H 0.37 -0.46 -1.75 0.11
H 3.58 2.60 0.78 0.07
H -3.87 -1.68 0.73 0.11
H -1.50 -1.51 1.53 0.11
H 2.34 -3.29 0.39 0.09
H 2.47 3.61 -0.32 0.04
H 2.62 -1.57 0.87 0.07
H -4.84 0.11 -0.77 0.11
H 0.38 1.20 1.88 0.12
H 3.38 -2.18 -0.52 0.07
H -3.26 2.00 -1.54 0.11
H 0.41 -0.56 1.84 0.14
H -1.02 2.14 -0.59 0.13
H 2.13 -0.19 -1.81 0.13
H 0.44 -2.24 -0.35 0.12
```

HOMO energy = -8.5 eV
gap between HOMO and LUMO = 9.4 eV
multiplicity = 1
charge = 0
LUMO = 0.03240 Ha

=====

Arrangement B

DFT (wB97M-V/def2-TZVPD) results for an isolated molecule of C12H15N.

XYZ file:
```
28
Properties=species:S:1:pos:R:3:lowdin_charge:R:1
N -2.00 2.34 -0.72 0.02
C -2.25 0.00 0.05 -0.26
C -2.02 0.91 -1.08 -0.23
C -3.19 -0.91 0.03 -0.04
C -1.22 0.12 1.18 -0.08
C -4.19 -1.75 0.11 0.02
C 4.39 -0.37 -0.59 -0.06
C 1.20 0.86 1.03 -0.04
C 2.56 0.72 0.67 -0.05
C 2.96 -0.31 -0.11 -0.31
C 2.01 -1.27 -0.43 -0.04
C 0.65 -1.18 -0.04 -0.01
C 0.23 -0.04 0.67 -0.24
H -0.05 -2.01 -0.24 0.12
H -1.45 -0.58 2.01 0.13
H -2.76 0.78 -1.82 0.10
H 3.27 1.54 0.94 0.13
H 4.57 0.06 -1.60 0.09
H -1.05 0.67 -1.53 0.12
H -1.30 1.09 1.53 0.07
H -1.24 2.58 -0.12 0.04
H 0.94 1.75 1.59 0.10
H 4.78 -1.41 -0.66 0.08
H -4.36 -2.61 -0.52 0.05
H 5.03 0.15 0.12 0.07
H 2.34 -2.12 -1.01 0.10
H -4.98 -1.64 0.79 0.04
H -2.86 2.63 -0.26 0.07
```

HOMO energy = -8.6 eV
gap between HOMO and LUMO = 9.5 eV
multiplicity = 1
charge = 0
LUMO = 0.03333 Ha

=====

Arrangement C

DFT (wB97M-V/def2-TZVPD) results for an isolated molecule of C12H15N.

XYZ file:
```
28
Properties=species:S:1:pos:R:3:lowdin_charge:R:1
N -1.51 0.40 2.18 0.06
C 1.71 -1.38 0.27 -0.03
C -1.98 -0.01 -1.55 -0.13
C 2.97 -0.83 0.10 -0.10
C 1.98 1.32 -0.32 -0.04
C 3.12 0.52 -0.17 -0.09
C -1.41 -1.39 -1.16 -0.13
C -0.83 -1.20 0.25 -0.23
C -1.84 0.87 -0.29 -0.27
C 0.70 0.78 -0.15 -0.15
C -0.54 1.67 -0.28 -0.11
C -1.81 -0.16 0.86 -0.32
C 0.56 -0.59 0.14 -0.15
H -2.68 1.57 -0.18 0.14
H -2.79 -0.65 0.95 0.15
H -2.20 -2.15 -1.14 0.11
H -0.66 -1.76 -1.88 0.12
H -0.47 2.26 -1.22 0.12
H 2.10 2.38 -0.53 0.11
H -0.53 0.68 2.21 0.07
H -0.81 -2.14 0.83 0.14
H 4.10 0.95 -0.30 0.10
H -0.58 2.40 0.52 0.12
H 1.59 -2.45 0.49 0.12
H -1.46 0.45 -2.39 0.11
H 3.84 -1.47 0.21 0.10
H -1.59 -0.34 2.87 0.07
H -3.03 -0.10 -1.84 0.11
```

HOMO energy = -8.9 eV
gap between HOMO and LUMO = 9.8 eV
multiplicity = 1
charge = 0
LUMO = 0.03475 Ha

=====

Name the most stable of them. arrangement C.